62
Properties=species:S:1:pos:R:3:nbo_charge:R:1 method="wB97M-V/def2-TZVPD" s_squared=8.754 de_lowest_kj_mol=0.0 orbital_gap_ev="6.20 / 5.78" spin_multiplicity=6 total_energy_ha=-4767.6190 charge=+1 homo_energy_ev="-10.31 / -10.31"
Mn 1.33 -3.59 0.28 1.5592
Br -0.35 -2.35 -1.24 -0.7459
C -0.64 -5.77 1.40 -0.2662
O -0.27 -4.41 1.37 -0.6277
C -0.97 -3.59 2.32 -0.0674
C -0.30 -2.15 2.33 -0.2676
N 1.15 -2.25 2.05 -0.7183
C 1.66 -1.02 1.60 -0.2797
C 2.99 -1.24 0.91 -0.0900
O 2.98 -2.29 -0.08 -0.6327
C 4.23 -2.36 -0.81 -0.2562
H -1.60 -5.98 1.86 0.2187
H 0.11 -6.33 1.95 0.1876
H -0.65 -6.12 0.37 0.2099
H -0.76 -4.03 3.30 0.1869
H -2.04 -3.49 2.13 0.2275
H -0.51 -1.55 3.21 0.2251
H -0.74 -1.61 1.49 0.2456
H 1.68 -2.37 2.91 0.3981
H 1.80 -0.24 2.36 0.2200
H 1.04 -0.48 0.88 0.2508
H 3.81 -1.32 1.62 0.1900
H 3.22 -0.33 0.36 0.2164
H 4.32 -3.33 -1.28 0.2077
H 5.07 -2.11 -0.17 0.2023
H 4.27 -1.63 -1.62 0.2130
C -2.40 1.26 0.69 -0.5957
C -1.49 2.36 0.14 0.1114
C -0.71 2.84 1.39 -0.3903
C 0.47 3.75 1.00 -0.4029
C 1.41 3.03 0.05 -0.4015
C 0.73 2.45 -1.21 0.1306
N -0.53 1.75 -0.81 -0.2249
O -1.11 0.96 -1.84 -0.5860
C 0.46 3.64 -2.19 -0.6523
C 1.69 1.42 -1.84 -0.6198
C -2.31 3.59 -0.35 -0.6574
H -3.12 1.63 1.42 0.2174
H -1.86 0.44 1.17 0.1845
H -2.93 0.84 -0.17 0.2267
H -1.39 3.45 1.98 0.2173
H -0.26 2.06 2.00 0.1869
H 1.06 3.94 1.90 0.2092
H 0.18 4.73 0.63 0.2105
H 2.02 2.29 0.57 0.1802
H 2.14 3.78 -0.27 0.2203
H 1.24 3.86 -2.91 0.2183
H -0.34 3.30 -2.86 0.2241
H 0.09 4.52 -1.67 0.2095
H 2.62 1.87 -2.20 0.2250
H 1.72 0.58 -1.14 0.1847
H 1.25 0.96 -2.72 0.2292
H -2.92 4.01 0.45 0.2162
H -2.94 3.34 -1.20 0.2258
H -1.81 4.43 -0.82 0.2218
H -0.74 0.10 -1.63 0.4799
C -3.70 -0.62 -3.02 -0.2375
O -3.42 -1.88 -2.50 -0.7367
H -2.97 -0.33 -3.78 0.1646
H -4.72 -0.64 -3.42 0.1816
H -3.70 0.10 -2.20 0.1563
H -2.53 -1.90 -2.13 0.4662